(1)
{"formula": "C31H58BN10O4S7SbYb", "method": "wB97M-V/def2-TZVPD", "symbols": ["Yb", "C", "C", "C", "C", "N", "C", "C", "N", "B", "N", "C", "C", "N", "C", "S", "C", "C", "C", "C", "N", "C", "C", "N", "C", "S", "C", "C", "C", "C", "C", "S", "H", "H", "H", "H", "H", "H", "H", "H", "H", "H", "H", "H", "H", "H", "H", "H", "H", "H", "H", "H", "H", "H", "H", "H", "H", "H", "H", "H", "H", "H", "H", "H", "H", "H", "S", "Sb", "S", "S", "S", "C", "O", "C", "C", "O", "C", "H", "H", "H", "H", "H", "H", "H", "H", "H", "H", "N", "C", "C", "C", "C", "N", "C", "N", "N", "C", "O", "O", "H", "H", "H", "H", "H", "H", "H", "H", "H", "H", "H", "H", "H", "H"], "xyz": [[0.996, -0.354, -1.732], [-3.358, 2.324, -2.402], [-3.135, 3.627, -1.628], [-2.220, 4.566, -2.415], [-4.482, 4.318, -1.406], [-2.519, 3.296, -0.342], [-3.059, 3.510, 0.906], [-2.258, 2.904, 1.809], [-1.222, 2.312, 1.142], [-0.168, 1.383, 1.756], [-0.831, 0.731, 2.986], [-0.412, 0.769, 4.285], [-1.127, -0.130, 4.990], [-2.013, -0.750, 4.124], [-1.836, -0.174, 2.894], [-2.724, -0.390, 1.494], [-2.772, -1.928, 4.549], [-1.802, -2.913, 5.222], [-3.441, -2.639, 3.379], [-3.852, -1.495, 5.547], [1.065, 2.227, 2.119], [1.225, 3.542, 1.774], [2.508, 3.888, 1.982], [3.177, 2.782, 2.473], [2.272, 1.755, 2.525], [2.489, 0.185, 3.032], [4.604, 2.871, 2.797], [5.183, 1.575, 3.363], [5.369, 3.240, 1.515], [4.782, 3.965, 3.862], [-1.380, 2.564, -0.170], [-0.242, 2.199, -1.353], [-3.934, 2.518, -3.302], [-3.897, 1.606, -1.785], [-2.404, 1.896, -2.695], [-2.657, 4.775, -3.387], [-1.251, 4.101, -2.566], [-2.081, 5.504, -1.883], [-4.906, 4.566, -2.377], [-4.360, 5.243, -0.847], [-5.181, 3.667, -0.886], [-3.949, 4.077, 1.071], [-2.346, 2.851, 2.874], [0.161, 0.529, 0.961], [0.363, 1.434, 4.606], [-1.067, -0.379, 6.028], [-0.891, -3.001, 4.636], [-2.269, -3.892, 5.290], [-1.537, -2.590, 6.225], [-2.703, -2.933, 2.641], [-4.164, -1.994, 2.893], [-3.947, -3.531, 3.741], [-3.416, -0.965, 6.389], [-4.371, -2.372, 5.924], [-4.575, -0.847, 5.058], [0.415, 4.123, 1.385], [2.993, 4.822, 1.792], [5.130, 0.768, 2.640], [4.649, 1.257, 4.254], [6.225, 1.745, 3.624], [5.052, 2.602, 0.695], [6.436, 3.105, 1.668], [5.194, 4.274, 1.232], [4.316, 3.659, 4.797], [4.350, 4.912, 3.554], [5.843, 4.123, 4.037], [3.059, -1.048, -6.090], [3.257, -0.974, -3.784], [1.613, -2.560, -2.986], [2.788, 1.167, -2.785], [5.264, -1.832, -3.128], [0.158, -2.383, 1.389], [0.792, -2.407, 0.123], [2.041, -3.093, 0.143], [3.204, -2.161, 0.470], [3.095, -0.980, -0.320], [4.286, -0.207, -0.178], [-0.051, -3.407, 1.723], [-0.782, -1.845, 1.254], [0.770, -1.866, 2.135], [2.179, -3.491, -0.868], [2.014, -3.927, 0.854], [4.139, -2.682, 0.221], [3.208, -1.879, 1.533], [5.135, -0.757, -0.598], [4.460, 0.019, 0.878], [4.145, 0.718, -0.744], [-1.472, -1.342, -1.706], [-1.507, -1.854, -3.090], [-2.828, -2.518, -3.489], [-2.826, -3.120, -4.900], [-1.861, -4.283, -5.176], [-0.429, -4.083, -5.023], [0.424, -3.380, -5.792], [0.048, -2.357, -6.554], [1.682, -3.812, -5.900], [-1.026, -0.692, -4.025], [-1.522, -0.568, -5.145], [-0.088, -0.007, -3.541], [-1.713, -2.092, -1.054], [-2.193, -0.627, -1.582], [-0.714, -2.615, -3.155], [-3.634, -1.778, -3.452], [-3.058, -3.298, -2.752], [-2.654, -2.317, -5.613], [-3.825, -3.525, -5.090], [-2.049, -4.616, -6.206], [-2.112, -5.116, -4.514], [0.041, -4.718, -4.396], [-0.732, -1.774, -6.235], [0.847, -1.810, -6.889], [2.020, -4.455, -5.201], [2.367, -3.060, -6.123]], "mulliken_charge": [-0.279, -1.437, 1.404, -1.603, -2.274, 0.378, -0.585, -1.162, 0.510, 1.130, 0.716, -0.976, -0.903, 0.669, -0.165, -0.573, 1.429, -1.594, -2.001, -1.680, 0.195, -0.845, -0.941, 0.579, 0.199, -0.439, 1.272, -2.089, -1.430, -1.742, 0.401, -0.225, 0.552, 0.292, 0.173, 0.479, 0.301, 0.401, 0.442, 0.490, 0.476, 0.500, 0.659, -0.644, 0.771, 0.494, 0.266, 0.472, 0.413, 0.311, 0.468, 0.543, 0.361, 0.448, 0.349, 0.662, 0.542, 0.311, 0.449, 0.530, 0.182, 0.473, 0.379, 0.362, 0.395, 0.457, -0.845, 0.959, -0.517, -0.545, -0.714, -0.212, 0.187, -1.091, -0.464, 1.089, 0.071, 0.294, -0.718, 0.189, 0.246, 0.538, 0.375, 0.210, 0.331, -0.539, 0.005, 0.290, 0.059, -0.918, -0.458, -1.013, 0.145, 0.216, -0.283, -0.336, 0.992, -1.004, -0.204, 0.210, -0.187, -0.122, 0.332, 0.307, 0.258, 0.423, 0.319, 0.413, 0.261, 0.222, 0.264, 0.273, -0.011], "total_charge": -1, "lumo_energy_ev": [2.1, 2.1], "multiplicity": 2, "homo_energy_ev": [-4.389, -4.389]}

***

(2)
{"formula": "C7H13N3O", "method": "wB97M-V/def2-TZVPD", "symbols": ["C", "C", "C", "C", "C", "O", "H", "H", "H", "H", "H", "H", "H", "H", "H", "H", "C", "N", "N", "C", "N", "H", "H", "H"], "xyz": [[0.862, 0.353, -1.006], [0.434, 0.088, 0.251], [0.993, 1.000, 1.252], [-0.651, -0.927, 0.762], [0.009, -2.360, 0.801], [-1.187, -0.425, 1.992], [1.722, 0.915, -1.219], [0.858, -0.526, -1.718], [0.800, 2.135, 1.148], [0.530, 0.811, 2.162], [2.073, 0.978, 1.433], [-1.404, -0.760, -0.107], [1.072, -2.297, 1.211], [-0.587, -3.023, 1.459], [0.216, -2.807, -0.158], [-2.120, -0.536, 2.066], [-0.939, 2.717, -2.048], [-1.874, 3.640, -2.251], [-2.980, 3.252, -1.698], [-2.748, 2.111, -1.074], [-1.422, 1.662, -1.312], [0.067, 2.534, -2.300], [-3.455, 1.533, -0.372], [-0.888, 0.717, -1.368]], "mulliken_charge": [-1.279, 0.650, -1.527, 0.813, -1.304, -0.553, 0.490, 0.244, 0.289, 0.424, 0.303, 0.199, 0.301, 0.351, 0.365, 0.314, -0.064, -0.489, -0.393, -0.076, 0.008, 0.400, 0.287, 0.248], "total_charge": 0, "lumo_energy_ev": 0.4, "homo_energy_ev": -9.220, "smiles": "C=C(C)[C@@H](C)O.c1nnc[nH]1"}